<a>
Formula: C15H32EuNO3P2
Source: the Open Molecules 2025 dataset
Level of theory: wB97M-V/def2-TZVPD

* spin multiplicity: 8
* HOMO level (spin up / spin down): -0.356 / -0.395 Ha
* orbital gap (spin up / spin down): 0.2509 / 0.2894 Eh
* net charge: +1

Positions of all 54 atoms, in Å:
Eu  -0.1764  -0.7799  0.8442
P  -1.8234  -0.7826  -1.6680
C  -0.4471  -1.9444  -2.1649
C  0.9430  -1.3349  -2.2905
N  1.4021  -0.6195  -1.2388
C  2.6407  -0.0782  -1.2954
C  3.4382  -0.2267  -2.4286
C  2.9633  -0.9400  -3.5279
C  1.6816  -1.4732  -3.4682
C  3.1970  0.7302  -0.1272
P  2.3973  0.3647  1.4950
H  1.2109  -1.9674  -4.3129
H  4.4328  0.2112  -2.3863
H  3.5899  -1.0833  -4.4045
H  4.2823  0.5394  -0.0170
H  3.0705  1.8169  -0.3166
H  -0.4286  -2.7858  -1.4050
H  -0.7514  -2.3735  -3.1297
H  -0.0564  -3.4486  1.5993
O  -0.4437  -3.3286  0.6884
H  0.0362  -3.9671  0.1239
H  -0.2578  -1.7902  3.3012
O  0.4873  -2.2977  2.9035
H  0.9898  -2.6110  3.6728
C  3.5419  -0.9324  2.0901
H  4.5542  -0.5121  2.1746
H  3.1903  -1.2752  3.0739
H  3.5589  -1.7769  1.3888
C  3.0082  1.7762  2.4767
H  2.4657  1.7562  3.4356
H  4.0928  1.7065  2.6519
H  2.7785  2.7180  1.9570
C  -1.8617  0.5071  -2.9697
H  -2.3570  0.1394  -3.8760
H  -2.4434  1.3560  -2.5759
H  -0.8575  0.8652  -3.2238
C  -3.3005  -1.7486  -2.1474
H  -4.1637  -1.3255  -1.6111
H  -3.4796  -1.6854  -3.2303
H  -3.1918  -2.8002  -1.8481
C  -2.3917  2.4527  2.9388
C  -2.4252  1.9013  1.5160
C  -3.8471  1.4478  1.1850
C  -2.0497  3.0289  0.5567
O  -1.5331  0.8211  1.4239
H  -3.1234  3.2625  3.0472
H  -1.4039  2.8553  3.1862
H  -2.6258  1.6605  3.6567
H  -4.5403  2.2858  1.3346
H  -3.9437  1.1124  0.1451
H  -4.1454  0.6180  1.8342
H  -1.0497  3.4066  0.7926
H  -2.0820  2.6815  -0.4823
H  -2.7524  3.8675  0.6523

=====

<b>
Formula: C15H32EuNO3P2
Source: the Open Molecules 2025 dataset
Level of theory: wB97M-V/def2-TZVPD

* spin multiplicity: 8
* HOMO level (spin up / spin down): -0.312 / -0.312 Ha
* orbital gap (spin up / spin down): 0.1753 / 0.1765 Eh
* net charge: +1

Positions of all 54 atoms, in Å:
Eu  0.0317  1.2596  -0.2972
P  2.3255  -1.0018  0.2522
C  2.4185  -1.5848  -1.4648
C  1.1667  -1.5294  -2.2600
N  0.0141  -0.7777  -1.9056
C  -1.2063  -1.1434  -2.3894
C  -1.3353  -2.0857  -3.4214
C  -0.1721  -2.6606  -3.9690
C  1.0719  -2.3140  -3.4421
C  -2.5709  -0.7243  -1.8334
P  -2.6360  0.9419  -0.9315
H  2.0226  -2.6868  -3.8053
H  -2.3735  -2.3865  -3.6261
H  -0.2755  -3.4441  -4.7322
H  -3.2401  -0.5946  -2.6950
H  -2.9560  -1.4927  -1.1406
H  2.8989  1.9050  -1.9577
H  3.2797  -1.3898  -2.1278
H  -0.2392  4.4333  -0.7131
O  3.1957  2.3822  -2.7557
H  2.9926  1.9274  -3.6299
H  0.8022  1.7485  2.3334
O  -1.1226  4.2545  -1.2026
H  -1.2342  5.1309  -1.6597
C  -2.8785  1.9709  -2.3959
H  -3.8394  1.7215  -2.8607
H  -2.8589  3.0134  -2.0747
H  -2.0607  1.8110  -3.1150
C  -4.2612  0.8865  -0.1358
H  -4.2473  1.7197  0.5886
H  -5.0647  1.0330  -0.8787
H  -4.3950  -0.0481  0.4376
C  2.2961  -2.8054  0.7982
H  3.2570  -3.2168  0.4837
H  2.0688  -3.0692  1.8396
H  1.5545  -3.3001  0.1716
C  4.1592  -0.6808  0.4563
H  4.4027  -0.3589  1.4722
H  4.7246  -1.5741  0.1849
H  4.4483  0.1276  -0.2162
C  -0.9650  1.3065  4.3962
C  -0.0217  0.4072  3.5836
C  1.4090  0.5592  4.0155
C  -0.5345  -1.0390  3.6596
O  0.1606  1.0464  2.1265
H  -1.0687  1.0586  5.5334
H  -1.9390  1.2943  3.8725
H  -0.5851  2.3348  4.1998
H  1.5966  0.2976  5.0508
H  2.0784  -0.0309  3.4013
H  1.7442  1.6107  3.8756
H  -1.4361  -1.1893  3.0612
H  0.1089  -1.7261  3.1258
H  -0.7115  -1.3273  4.7169

=====

Which structure wins on stability? <a> wins.

=====

<a>
Formula: C6H7NO
Source: the Open Molecules 2025 dataset
Level of theory: wB97M-V/def2-TZVPD

* HOMO level: -0.331 Ha
* orbital gap: 0.3664 Eh
* net charge: 0
* SMILES string: C1=C[C@H]2O[C@@H]1[C@H]1N[C@H]12

Positions of all 15 atoms, in Å:
C  -0.8647  -1.1895  0.5387
C  0.4723  -1.4016  0.6755
C  1.1242  -0.4953  -0.4052
O  0.1737  -0.6883  -1.4848
C  -1.0038  -0.2999  -0.7251
C  -0.6231  1.0967  -0.2011
N  -0.0363  1.2036  1.1287
C  0.8073  1.0178  -0.0194
H  -1.6848  -1.8913  0.8712
H  0.9303  -2.1303  1.3349
H  2.1903  -0.7151  -0.6839
H  -1.8677  -0.4968  -1.3402
H  -1.1543  1.9430  -0.6939
H  0.0202  2.2517  1.3760
H  1.5163  1.7953  -0.3715

=====

<b>
Formula: C6H7NO
Source: the Open Molecules 2025 dataset
Level of theory: wB97M-V/def2-TZVPD

* HOMO level: -0.350 Ha
* orbital gap: 0.3837 Eh
* net charge: 0
* SMILES string: O=C1N[C@@H]2C=CC[C@@H]12

Positions of all 15 atoms, in Å:
O  2.8910  0.8490  0.0969
C  1.9802  0.0971  -0.2557
N  1.7071  -1.4405  -0.1818
C  0.2022  -0.9147  0.1438
C  -1.4002  -1.0610  -0.0943
C  -1.8412  0.2675  -0.0504
C  -0.6942  1.3768  0.0267
C  0.4009  0.3672  -0.4689
H  2.1624  -1.9355  0.5295
H  0.3845  -0.7256  1.1946
H  -2.2268  -1.6800  -0.2756
H  -3.0188  0.5508  0.1369
H  -0.6947  2.3948  -0.5063
H  -0.3136  1.5626  1.2038
H  0.4613  0.2916  -1.4990

=====

<c>
Formula: C6H7NO
Source: the Open Molecules 2025 dataset
Level of theory: wB97M-V/def2-TZVPD

* HOMO level: -0.323 Ha
* orbital gap: 0.3481 Eh
* net charge: 0
* SMILES string: C#C[C@@H]1OC[C@H]2N[C@H]12

Positions of all 15 atoms, in Å:
C  0.9095  0.5936  -2.6327
C  0.9204  0.1620  -1.4855
C  0.7414  -0.5907  -0.2955
O  -0.6936  -1.2275  -0.3978
C  -1.4130  -0.7151  0.6871
C  -0.9315  0.6457  0.9461
N  0.3102  1.1762  1.7598
C  0.5116  0.1258  1.0648
H  1.1878  1.2406  -3.4575
H  1.6582  -1.3835  0.1646
H  -2.5070  -0.5826  0.1933
H  -1.3811  -1.5312  1.4074
H  -1.0140  1.3021  0.1157
H  0.4768  2.0637  1.1064
H  0.5264  -0.8497  1.6287

=====

<d>
Formula: C6H7NO
Source: the Open Molecules 2025 dataset
Level of theory: wB97M-V/def2-TZVPD

* HOMO level: -0.277 Ha
* orbital gap: 0.3073 Eh
* net charge: 0

Positions of all 15 atoms, in Å:
C  2.1757  -0.8704  -0.5682
C  -2.0980  1.3140  0.0463
C  1.5584  0.4121  -0.2598
C  -1.6065  0.0730  0.6110
C  -0.2628  -1.2674  0.1857
C  1.0687  -0.7178  0.5420
N  -1.4994  -0.8789  1.3319
O  1.3451  1.5464  -0.6021
H  3.1755  -1.0684  -0.1969
H  1.9270  -1.4007  -1.4816
H  -0.5012  -1.2244  -0.8826
H  1.3870  -0.8454  1.5713
H  -1.3714  1.7196  -0.6641
H  -3.0538  1.1411  -0.4588
H  -2.2444  2.0670  0.8260

=====

Which structure wins on stability? <a> wins.

=====

<a>
Formula: C16H15N3OS
Source: the Open Molecules 2025 dataset
Level of theory: wB97M-V/def2-TZVPD

* HOMO level: -0.302 Ha
* orbital gap: 0.3274 Eh
* net charge: 0
* SMILES string: Cc1nc(SCc2cccc(Oc3ccccc3)c2)n[nH]1

Positions of all 36 atoms, in Å:
C  2.9716  0.9512  2.4523
C  2.3946  1.3509  1.1510
N  2.4407  0.6620  0.0355
C  1.7729  1.4350  -0.8567
S  1.5224  0.9642  -2.5032
C  1.9947  -0.8027  -2.3633
C  1.2592  -1.5062  -1.2657
C  1.9276  -2.3900  -0.4286
C  1.2459  -3.0271  0.5929
C  -0.0925  -2.7647  0.8168
C  -0.7617  -1.8673  -0.0082
O  -2.0937  -1.6521  0.2327
C  -2.6268  -0.4075  0.0089
C  -3.9713  -0.3455  -0.3418
C  -4.5775  0.8820  -0.5309
C  -3.8524  2.0523  -0.3792
C  -2.5179  1.9899  -0.0160
C  -1.9052  0.7681  0.1885
C  -0.0913  -1.2670  -1.0662
N  1.3226  2.5639  -0.3510
N  1.7259  2.5045  0.9345
H  3.3233  -0.0733  2.3797
H  2.2221  1.0229  3.2387
H  3.8089  1.5986  2.7108
H  1.7519  -1.2197  -3.3423
H  3.0708  -0.8478  -2.2029
H  2.9811  -2.5728  -0.5745
H  1.7674  -3.7202  1.2363
H  -0.6307  -3.2359  1.6243
H  -4.5208  -1.2663  -0.4613
H  -5.6208  0.9234  -0.8067
H  -4.3256  3.0089  -0.5409
H  -1.9421  2.8951  0.1059
H  -0.8674  0.7218  0.4846
H  -0.6199  -0.5881  -1.7207
H  1.5142  3.2596  1.5668

=====

<b>
Formula: C16H15N3OS
Source: the Open Molecules 2025 dataset
Level of theory: wB97M-V/def2-TZVPD

* HOMO level: -0.304 Ha
* orbital gap: 0.3002 Eh
* net charge: 0
* SMILES string: Cc1cc(C#N)sc1-c1ccc2[nH]c(=O)n(C(C)C)c2c1

Positions of all 36 atoms, in Å:
C  1.7117  -1.2774  2.5064
C  2.7496  -1.2787  1.4096
C  4.1103  -1.9009  1.5659
C  4.9742  -1.4768  0.5596
C  6.3800  -1.7724  0.5625
N  7.5209  -1.8069  0.7563
S  4.0569  -0.8084  -0.7576
C  2.5997  -0.6377  0.2458
C  1.4945  0.2147  -0.1782
C  1.8755  1.5113  -0.6766
C  0.8675  2.3251  -1.1239
C  -0.4564  1.9602  -1.1334
N  -1.4905  2.6693  -1.6645
C  -2.5786  1.9373  -1.5346
O  -3.7797  2.2944  -1.5750
N  -2.1588  0.7124  -0.8953
C  -3.1536  -0.3218  -0.5288
C  -4.1775  -0.7189  -1.6832
C  -3.7757  0.0571  0.8340
C  -0.8035  0.6992  -0.7571
C  0.1642  -0.1614  -0.2024
H  0.7621  -0.8258  2.2458
H  2.1511  -0.8397  3.4282
H  1.5145  -2.3554  2.6623
H  4.3764  -2.5746  2.4169
H  2.9234  1.7504  -0.7218
H  1.2076  3.1758  -1.7322
H  -1.4951  3.6508  -1.5406
H  -2.4794  -1.2060  -0.3689
H  -3.7115  -0.6097  -2.7445
H  -5.0842  -0.0763  -1.7174
H  -4.4657  -1.8033  -1.4891
H  -4.2056  -0.7722  1.4408
H  -4.4542  0.9496  0.7660
H  -2.9492  0.4274  1.4869
H  -0.2207  -1.1107  0.1380

=====

Which structure wins on stability? <a> wins.

=====

<a>
Formula: CH2Cl2O3
Source: the Open Molecules 2025 dataset
Level of theory: wB97M-V/def2-TZVPD

* HOMO level: -0.417 Ha
* orbital gap: 0.3629 Eh
* net charge: 0
* SMILES string: O=C(Cl)OCl.O

Positions of all 8 atoms, in Å:
O  -1.6028  0.3177  -1.4293
C  -1.5790  0.0851  -0.2412
Cl  -1.5782  -1.5385  0.4485
O  -1.6663  0.8331  0.8028
Cl  -1.3948  2.5514  0.4610
O  2.2278  -0.5770  0.0614
H  2.8232  -0.6676  -0.8295
H  2.7701  -1.0042  0.7263

=====

<b>
Formula: CH2Cl2O3
Source: the Open Molecules 2025 dataset
Level of theory: wB97M-V/def2-TZVPD

* HOMO level: -0.420 Ha
* orbital gap: 0.4001 Eh
* net charge: 0
* SMILES string: O=C(O)OCl.Cl

Positions of all 8 atoms, in Å:
O  0.9563  -0.9233  0.8304
C  -0.0328  -0.6975  0.2068
O  -0.5346  -1.3581  -0.8830
O  -0.8213  0.2865  0.6386
Cl  -2.1269  0.7401  -0.2973
H  0.1843  -1.9737  -1.1073
Cl  1.4626  2.4341  -0.1327
H  0.9123  1.4919  0.7445

=====

Which structure wins on stability? <b> wins.